A 2-piece molecular cluster, BrClI2Si overall at a distorted geometry. Source: the OMol25 dataset; level of theory: ωB97M-V with the def2-TZVPD basis set.

Structure (ORCA input):
```
! wB97M-V def2-TZVPD RIJCOSX def2/J DEFGRID3
* xyz 0 3
Si -0.42453 -0.59276 -0.06871
Cl -1.96643 0.03741 -0.97106
Br 0.37252 -2.66885 -0.39692
I 1.67270 3.28227 -0.78229
I 0.34574 -0.05807 2.21898
*
```

## Properties
LUMO level (spin up / spin down)   -0.42 / -3.35 eV
HOMO level (spin up / spin down)   -7.3 / -10.0 eV
Expectation value of S²   2.01

natural (NBO) analysis output, partial charges in e: 0.7980 -0.3153 -0.2956 0.0000 -0.1871

=====

BrClINO4P as an isolated structure at a distorted geometry. Source: the OMol25 dataset; level of theory: ωB97M-V with the def2-TZVPD basis set.

Structure (ORCA input):
```
! wB97M-V def2-TZVPD RIJCOSX def2/J DEFGRID3
* xyz -1 1
N 0.25588 1.31414 2.10965
O -0.93265 -1.05895 0.75130
O -1.33295 -0.08095 -1.68490
O -0.12227 1.35739 0.06797
O 1.08421 -0.66058 -0.72745
P -0.53434 -0.11497 -0.39817
Cl 1.77223 0.07583 -2.00265
Br -1.42653 1.08325 2.63934
I 1.46590 -0.19480 2.26885
*
```

## Properties
LUMO level (spin up / spin down)   1.32 / 1.32 eV
HOMO level (spin up / spin down)   -5.6 / -5.6 eV

Results of the natural (NBO) charge analysis, in e, for atoms 1 through 5: -0.5986 -1.1506 -1.1015 -0.8397 -0.8415

=====

A 2-piece molecular cluster, BrClNO overall at a distorted geometry. Source: the OMol25 dataset; level of theory: ωB97M-V with the def2-TZVPD basis set.

Structure (ORCA input):
```
! wB97M-V def2-TZVPD RIJCOSX def2/J DEFGRID3
* xyz -1 1
N 0.04309 0.25425 0.67730
O -0.67376 -0.14604 -0.10663
Cl 1.55588 1.28217 0.01713
Br -3.31000 0.34596 -0.01047
*
```

## Properties
LUMO level (spin up / spin down)   2.92 / 2.92 eV
HOMO level (spin up / spin down)   -3.9 / -3.9 eV

natural (NBO) analysis output, partial charges in e: 0.2926 -0.0746 -0.3206 -0.8974

=====

BrClO3P as an isolated structure at a distorted geometry. Source: the OMol25 dataset; level of theory: ωB97M-V with the def2-TZVPD basis set.

Structure (ORCA input):
```
! wB97M-V def2-TZVPD RIJCOSX def2/J DEFGRID3
* xyz -1 1
O -1.10245 -1.07747 -1.20286
O -0.04551 -0.84634 1.15686
O 0.87554 0.58098 -0.61279
P -0.47979 -0.28649 -0.12274
Cl -1.60779 1.34653 0.39062
Br 2.36000 0.28279 0.39091
*
```

## Properties
LUMO level   3.04 eV
HOMO level   -5.7 eV

Results of the natural (NBO) charge analysis, in e, for atoms 1 through 5: -1.1122 -1.1692 -0.9055 2.2918 -0.4117

=====

BrCr as an isolated structure at a distorted geometry. Source: the OMol25 dataset; level of theory: ωB97M-V with the def2-TZVPD basis set.

Structure (ORCA input):
```
! wB97M-V def2-TZVPD RIJCOSX def2/J DEFGRID3
* xyz 1 5
Cr 0.87727 0.84547 -0.04826
Br -0.87727 -0.84547 0.04826
*
```

## Properties
LUMO level (spin up / spin down)   -8.56 / -7.29 eV
HOMO level (spin up / spin down)   -15.2 / -15.4 eV
Expectation value of S²   6.11

natural (NBO) analysis output, partial charges in e: 1.4460 -0.4460

=====

BrCrH38O23S as an isolated structure at a distorted geometry. Source: the OMol25 dataset; level of theory: ωB97M-V with the def2-TZVPD basis set.

Structure (ORCA input):
```
! wB97M-V def2-TZVPD RIJCOSX def2/J DEFGRID3
* xyz -1 5
Cr -13.81677 7.66091 0.15212
Br -16.16932 6.45003 -0.16452
S -12.38384 8.14957 -2.35159
O -12.13760 8.66319 -3.63436
O -11.21772 7.06990 -2.05826
O -12.28243 9.16261 -1.26806
O -13.68442 7.40776 -2.12297
O -17.02106 5.68685 3.02997
H -16.63833 5.87170 2.12476
H -17.32326 6.58593 3.31176
O -12.21509 3.59474 0.24469
H -12.55728 4.34946 -0.20094
H -12.32558 2.86972 -0.37459
O -19.32519 4.69605 3.99204
H -18.45501 4.71389 3.54559
H -19.87232 4.59762 3.23497
O -14.77242 9.51060 0.26168
H -14.45896 10.16369 -0.40073
H -15.61436 9.54028 -0.27839
O -12.33788 6.34547 0.25152
H -11.57008 6.47165 -1.26615
H -12.45056 5.99234 1.11919
O -13.65675 4.34095 2.61746
H -14.58174 4.15382 2.37549
H -13.31287 3.90901 1.82097
O -12.59559 5.69387 -5.52123
H -13.16294 5.72846 -4.76570
H -12.23057 6.54013 -5.72155
O -17.75883 5.88332 -3.50613
H -17.08000 5.29046 -3.89989
H -17.26967 6.29209 -2.78554
O -17.45177 9.21027 -2.24334
H -17.14697 8.55630 -2.86118
H -18.42517 9.20977 -2.42104
O -15.13422 10.54971 -2.46755
H -16.06482 10.47250 -2.55546
H -14.83413 9.94703 -3.16307
O -15.46713 3.61808 -3.59109
H -16.05856 3.48885 -2.87732
H -14.55417 3.57531 -3.26168
O -14.27613 7.41630 2.34086
H -13.66809 7.60280 3.06699
H -14.29566 6.40687 2.40104
O -17.27522 9.53638 2.41867
H -17.63497 8.98327 1.67974
H -16.41704 9.81557 2.02752
O -11.04647 7.72282 3.14857
H -11.36710 8.47337 2.61761
H -10.98061 7.00075 2.48385
O -15.73763 7.95459 -3.85473
H -15.83666 7.69312 -4.76582
H -15.00536 7.46504 -3.42812
O -13.96434 9.10210 4.95645
H -14.88760 9.24712 4.87509
H -13.78713 8.53167 5.69874
O -19.01395 4.50388 -0.49869
H -18.47665 5.26304 -0.27590
H -19.15187 4.44956 -1.45790
O -20.46756 6.22471 -3.24114
H -19.57284 5.99100 -3.53400
H -20.74951 5.50973 -2.64418
O -12.90862 4.46610 -2.57494
H -12.16679 4.92872 -2.94399
H -13.23832 4.92093 -1.79663
*
```

## Properties
LUMO level (spin up / spin down)   2.05 / 2.04 eV
HOMO level (spin up / spin down)   -5.6 / -7.4 eV
Expectation value of S²   6.01

Results of the natural (NBO) charge analysis, in e, for atoms 1 through 5: 1.2828 -0.8099 2.5602 -0.9596 -0.9366

=====

A 2-piece molecular cluster, BrFH2NPS overall at a distorted geometry. Source: the OMol25 dataset; level of theory: ωB97M-V with the def2-TZVPD basis set.

Structure (ORCA input):
```
! wB97M-V def2-TZVPD RIJCOSX def2/J DEFGRID3
* xyz 0 1
N -0.36908 -0.24196 -0.75965
F -0.41465 -1.98164 1.02123
P -1.10768 -1.70372 -0.47085
S -3.09168 -1.52730 -0.13293
Br 3.12006 -0.69006 0.09183
H 0.61646 -0.23949 -0.68572
H -0.52477 0.28667 -1.75370
*
```

## Properties
LUMO level (spin up / spin down)   -2.37 / -4.31 eV
HOMO level (spin up / spin down)   -9.4 / -9.1 eV

Results of the natural (NBO) charge analysis, in e, for atoms 1 through 5: -1.1774 -0.5758 1.3205 -0.3904 0.0045

=====

One molecule with the formula BrFHP at a distorted geometry. Source: the OMol25 dataset; level of theory: ωB97M-V with the def2-TZVPD basis set.

Structure (ORCA input):
```
! wB97M-V def2-TZVPD RIJCOSX def2/J DEFGRID3
* xyz 0 1
F -0.58817 -1.85613 0.51063
P -0.60574 -0.89048 -0.72154
Br -2.85816 0.12789 0.04676
H -0.07465 0.09452 -0.09988
*
```

## Properties
LUMO level   -1.19 eV
HOMO level   -10.2 eV

natural (NBO) analysis output, partial charges in e: -0.5699 1.0897 -0.3864 -0.1334

=====

> What is the formula in the second record?

BrClINO4P